## 1
2 unconnected molecules or ions with the total composition C4H7ClNO, computed with ωB97M-V with the def2-TZVPD basis set.

Geometry as XYZ:
```
14
C4H7ClNO | the Open Molecules 2025 dataset | ωB97M-V with the def2-TZVPD basis set
C 3.07 -1.11 -0.48
C -1.82 0.77 0.87
C -0.37 0.58 1.34
C -0.70 0.73 -0.08
N -0.45 -0.29 -1.15
O 2.01 -1.55 -0.75
Cl 4.16 -0.01 -0.98
H -2.42 -0.18 0.66
H -2.34 1.65 1.31
H 0.11 1.54 1.78
H 0.00 -0.32 1.84
H 0.56 -0.29 -1.31
H -0.98 -0.30 -2.08
H -0.83 -1.22 -0.95
```

As for the highest occupied orbital energy (spin up / spin down): -13.68 / -12.16 eV. As for the gap between HOMO and LUMO (spin up / spin down): 9.605 / 6.979 eV. As for the net charge: +1.



## 2
A gas-phase ion, C4H7ClNO (charge +1), computed with ωB97M-V with the def2-TZVPD basis set.

Geometry as XYZ:
```
14
C4H7ClNO | the Open Molecules 2025 dataset | ωB97M-V with the def2-TZVPD basis set
C 1.86 -0.96 -0.31
C 0.76 0.20 -0.38
Cl 1.67 1.62 0.21
C -0.42 0.10 0.62
C -1.72 0.77 0.09
N -2.77 0.14 -0.06
O -3.65 -0.58 0.03
H 2.57 -0.67 -0.96
H 2.34 -0.93 0.63
H 1.28 -1.87 -0.42
H 0.51 0.57 -1.48
H -0.07 0.79 1.38
H -0.71 -0.98 0.81
H -1.63 1.79 -0.18
```

Its SMILES is C[C@H](Cl)CC=[N+]=O. As for the highest occupied orbital energy: -14.60 eV. As for the gap between HOMO and LUMO: 6.875 eV. As for the net charge: +1.



Most favorable first, least favorable last: 2, 1



## 1
A gas-phase ion, C8H13N2 (charge +1), computed with ωB97M-V with the def2-TZVPD basis set.

Geometry as XYZ:
```
23
C8H13N2 | the Open Molecules 2025 dataset | ωB97M-V with the def2-TZVPD basis set
C 1.98 -1.74 -0.75
N 0.87 -1.21 -0.56
C -0.16 -1.42 -1.59
C -1.47 -1.45 -0.83
C -1.28 -0.58 0.32
C -0.76 0.53 0.81
C 0.06 1.65 0.85
C 1.05 2.10 -0.24
N -0.03 2.35 1.98
C -1.79 -0.17 1.63
H 2.10 -2.55 -1.58
H 2.79 -1.69 -0.06
H -0.09 -2.37 -2.17
H -0.12 -0.61 -2.23
H -1.46 -2.53 -0.40
H -2.42 -1.40 -1.29
H 0.56 1.66 -1.20
H 1.95 1.60 -0.16
H 1.39 3.18 -0.24
H -0.59 2.13 2.71
H 0.39 3.23 2.16
H -2.79 0.24 1.62
H -1.61 -0.75 2.46
```

Its SMILES is C=NCCC1=C(C(C)=[NH2+])C1. As for the highest occupied orbital energy: -12.79 eV. As for the gap between HOMO and LUMO: 8.009 eV. As for the net charge: +1.



## 2
2 unconnected molecules or ions with the total composition C8H13N2, computed with ωB97M-V with the def2-TZVPD basis set.

Geometry as XYZ:
```
23
C8H13N2 | the Open Molecules 2025 dataset | ωB97M-V with the def2-TZVPD basis set
C 0.30 1.85 0.00
C 0.47 1.10 -1.16
C 0.75 1.30 1.21
C 0.95 -0.21 -1.17
C -2.78 -0.08 0.02
C 1.31 0.02 1.23
C 1.38 -0.76 0.09
C 2.24 -2.02 0.13
N -1.93 -0.80 -0.64
N -2.45 1.12 0.51
H 0.32 2.88 0.02
H 0.22 1.66 -2.00
H 0.68 1.78 2.16
H 1.12 -0.84 -2.14
H 1.83 -0.32 2.09
H -3.75 -0.41 -0.04
H 1.59 -2.88 0.13
H 2.87 -2.08 1.00
H 2.78 -2.09 -0.75
H -2.45 -1.64 -0.87
H -0.89 -0.84 -0.90
H -3.04 1.89 0.91
H -1.49 1.38 0.17
```

As for the highest occupied orbital energy: -13.09 eV. As for the gap between HOMO and LUMO: 9.862 eV. As for the net charge: +1.



Most favorable first, least favorable last: 2, 1



## 1
A single C2H8NO2P molecule, computed with ωB97M-V with the def2-TZVPD basis set.

Geometry as XYZ:
```
14
C2H8NO2P | the Open Molecules 2025 dataset | ωB97M-V with the def2-TZVPD basis set
C 1.93 -0.83 0.22
O 0.85 -0.36 -0.57
P 0.08 1.00 -0.26
N 0.86 2.07 0.60
O -1.29 0.41 0.54
C -2.11 -0.61 -0.16
H 2.23 -1.83 -0.10
H 1.79 -0.80 1.23
H 2.91 -0.25 0.14
H -0.37 1.09 -1.74
H 0.28 2.72 1.04
H -2.51 -1.41 0.58
H -1.59 -1.13 -1.08
H -3.06 -0.07 -0.44
```

Its SMILES is CO[PH](=N)OC. As for the highest occupied orbital energy: -9.57 eV. As for the gap between HOMO and LUMO: 10.496 eV.



## 2
2 unconnected molecules or ions with the total composition C2H8NO2P, computed with ωB97M-V with the def2-TZVPD basis set.

Geometry as XYZ:
```
14
C2H8NO2P | the Open Molecules 2025 dataset | ωB97M-V with the def2-TZVPD basis set
C 0.92 -0.47 1.16
C -1.55 -0.02 -0.27
N 0.96 1.02 -1.11
O -0.15 3.63 1.18
O 0.82 -0.04 -2.05
P -0.01 0.84 0.27
H 0.38 -0.78 2.05
H 1.05 -1.33 0.50
H 1.89 -0.08 1.45
H -2.30 0.71 -0.58
H -1.30 -0.66 -1.12
H -1.95 -0.61 0.55
H 0.81 1.91 -1.59
H 1.72 -0.37 -2.22
```

As for the highest occupied orbital energy (spin up / spin down): -8.90 / -8.90 eV. As for the gap between HOMO and LUMO (spin up / spin down): 7.395 / 7.403 eV.



Most favorable first, least favorable last: 1, 2